The following is a DFT calculation (ωB97M-V/def2-TZVPD) of a structure of composition C3H8.

XYZ file:
```
11
C3H8 | the OMol25 dataset | ωB97M-V/def2-TZVPD
C -1.405 -0.030 0.605
C -0.181 0.729 0.217
C 1.256 -0.384 -0.582
H -2.323 -0.016 0.035
H -1.473 -0.540 1.562
H -0.571 -0.574 -0.069
H 0.376 1.103 1.050
H -0.320 1.391 -0.625
H 1.438 -1.357 -0.078
H 2.140 0.248 -0.459
H 1.063 -0.571 -1.654
```

The value obtained for the energy relative to the best compared isomer or geometry (same formula, charge and spin) is 389.7 kJ/mol. The HOMO-LUMO gap is 9.3 eV. For the HOMO energy, the calculation gives -8.11 eV. The multiplicity is 1.